Entry 1:
The following is a DFT calculation (the ωB97M-V functional and the def2-TZVPD basis) of a 2-piece molecular cluster, C7H14NO2 overall.

E_HOMO = -11.96 eV
HOMO-LUMO gap = 8.243 eV
2S+1 = 1
Net charge = +1
E_LUMO = -3.720 eV

Last column: natural (NBO) charge in e.
Cartesian coordinates (Å):
C 2.269 -0.156 0.801  -0.23
C 1.881 0.701 -0.304  -0.35
C 2.522 -1.414 0.697  -0.34
C 2.039 0.514 -1.632  0.17
C -0.722 0.729 -0.744  0.56
C -3.185 -0.296 1.607  -0.66
C -1.752 -0.640 1.041  -0.25
N -1.096 0.589 0.508  -0.48
O 1.563 1.338 -2.529  -0.68
O -1.011 -0.273 -1.670  -0.64
H 2.130 0.299 1.758  0.21
H 1.478 1.671 0.041  0.19
H 2.498 -1.719 -0.332  0.17
H 2.856 -2.072 1.441  0.22
H 2.550 -0.449 -1.807  0.19
H -0.271 1.637 -1.013  0.23
H -3.728 0.404 0.881  0.22
H -3.851 -1.185 1.746  0.26
H -3.309 0.340 2.548  0.24
H -1.768 -1.454 0.198  0.25
H -1.082 -1.109 1.711  0.23
H -0.968 1.328 1.135  0.43
H 1.772 1.202 -3.446  0.52
H -0.815 0.016 -2.636  0.54

Entry 2:
The following is a DFT calculation (the ωB97M-V functional and the def2-TZVPD basis) of one molecule with the formula C5H5N.

E_HOMO = -10.74 eV
HOMO-LUMO gap = 11.515 eV
2S+1 = 1
Structure (SMILES) = C#C[C@H](C)C#N
Net charge = 0
E_LUMO = 0.778 eV

Last column: natural (NBO) charge in e.
Cartesian coordinates (Å):
C 2.380 -0.427 -0.011  -0.18
C 1.202 -0.283 0.184  -0.02
C -0.201 0.068 0.458  -0.39
C -1.238 -0.597 -0.465  -0.58
C -0.298 1.538 0.350  0.29
N -0.349 2.686 0.230  -0.31
H 3.431 -0.514 -0.182  0.24
H -0.433 -0.202 1.497  0.27
H -1.241 -1.681 -0.321  0.22
H -2.232 -0.209 -0.226  0.22
H -1.021 -0.378 -1.513  0.23

Entry 3:
The following is a DFT calculation (the ωB97M-V functional and the def2-TZVPD basis) of C7H10N2 as an isolated structure.

E_HOMO = -7.21 eV
HOMO-LUMO gap = 7.848 eV
2S+1 = 1
Net charge = 0
E_LUMO = 0.642 eV

Last column: natural (NBO) charge in e.
Cartesian coordinates (Å):
C -1.450 1.001 -0.915  -0.39
C -1.244 0.586 0.533  -0.09
C -1.670 -0.454 -0.358  -0.23
C -0.094 1.326 -0.957  0.51
C -0.416 -1.296 -0.422  -0.49
C 0.760 -0.604 0.431  -0.07
C 0.815 -1.116 1.838  -0.62
N 0.246 0.785 0.395  -0.45
N 0.886 1.749 -1.748  -0.76
H -2.313 1.157 -1.515  0.27
H -1.675 0.965 1.469  0.23
H -0.766 -2.305 -0.283  0.24
H 0.013 -1.215 -1.416  0.19
H 1.784 -0.610 0.120  0.20
H -0.123 -1.310 2.261  0.21
H 1.517 -0.693 2.611  0.22
H 1.160 -2.127 1.561  0.21
H 0.874 2.444 -2.448  0.41
H 1.699 1.718 -1.156  0.41

Entry 4:
The following is a DFT calculation (the ωB97M-V functional and the def2-TZVPD basis) of C4H3BeLiO as an isolated structure.

E_HOMO (spin up / spin down) = -13.25 / -12.92 eV
HOMO-LUMO gap (spin up / spin down) = 6.412 / 5.872 eV
2S+1 = 2
Net charge = +1
E_LUMO (spin up / spin down) = -6.834 / -7.050 eV

Last column: natural (NBO) charge in e.
Cartesian coordinates (Å):
C 0.758 2.146 -0.585  -0.32
C 0.720 2.368 0.629  0.07
H 0.169 0.668 1.301  0.28
Li -1.627 -1.963 -1.473  0.91
O 0.293 -1.436 1.485  -0.93
C -0.149 -0.484 0.800  0.15
C -0.471 -0.389 -0.534  -0.85
Be 0.529 -2.622 0.450  1.14
H -0.881 0.600 -0.788  0.26
H 0.658 1.112 -1.287  0.29

How do the records compare in strongest force on any atom? In the order shown, they have 4.18, 1.12, 2.64, 5.93 eV/Å.
How do the records compare in energy relative to the best compared isomer or geometry (same formula, charge and spin)? In the order shown, they have 71.2, 50.2, 140.3, 197.2 kcal per mole.